Entry 1:
{"formula": "C16H17N6OPtS4", "method": "wB97M-V/def2-TZVPD", "multiplicity": 3, "charge": -1, "e_tot_ev": -74445.740, "homo_lumo_gap_ev": [6.934, 6.316], "species": ["Pt", "S", "C", "C", "C", "C", "N", "C", "C", "C", "S", "C", "N", "H", "H", "C", "N", "C", "N", "C", "N", "C", "N", "C", "C", "H", "H", "H", "H", "H", "H", "H", "H", "H", "H", "H", "H", "C", "O", "C", "S", "S", "H", "H", "H"], "coordinates": [[1.39895, 1.37348, -0.65321], [2.39070, -0.69042, -1.35081], [2.58237, -1.51201, 0.18018], [3.11862, -2.80501, 0.15989], [3.30218, -3.54869, 1.31259], [3.85103, -4.87427, 1.21998], [4.28483, -5.93522, 1.12557], [2.94728, -2.98864, 2.55011], [2.42086, -1.71001, 2.58205], [2.22513, -0.95196, 1.42404], [1.54287, 0.64984, 1.60359], [3.12058, -3.72567, 3.77191], [3.26126, -4.31392, 4.75020], [3.39804, -3.23539, -0.79324], [2.14848, -1.27762, 3.53664], [-1.21235, 0.29748, -2.05508], [-0.77757, 0.34026, -0.65063], [-1.70382, 1.20080, 0.10147], [-3.08202, 0.71317, 0.01942], [-3.46084, 0.65773, -1.39523], [-2.58012, -0.21006, -2.18144], [-2.62434, -1.55221, -1.59107], [-2.22292, -1.55484, -0.18432], [-0.85880, -1.02684, -0.09595], [-3.11120, -0.65396, 0.55081], [-0.52660, -0.34674, -2.60779], [-1.16001, 1.30675, -2.46843], [-1.65583, 2.20826, -0.31831], [-1.37583, 1.22728, 1.14100], [-3.42277, 1.66786, -1.80929], [-4.48455, 0.28437, -1.47331], [-1.95227, -2.20596, -2.15024], [-3.64306, -1.93877, -1.67244], [-0.17867, -1.66787, -0.65455], [-0.55084, -0.98738, 0.94752], [-2.80133, -0.63111, 1.59730], [-4.13345, -1.03497, 0.49184], [-0.15419, 5.24986, 0.03777], [0.62786, 4.18123, -0.49109], [1.63028, 4.46279, -1.34512], [1.98758, 5.99263, -1.84446], [2.49230, 3.05214, -1.85064], [-0.90705, 4.77047, 0.65994], [-0.61329, 5.82522, -0.76540], [0.46250, 5.91789, 0.63825]], "forces_ev_per_a": [[-0.27, -0.08, 0.07], [0.08, 0.01, -0.04], [0.03, -0.12, -0.02], [-0.02, 0.06, -0.07], [0.06, -0.10, -0.02], [-0.06, 0.11, 0.03], [0.01, 0.00, 0.00], [0.04, -0.13, 0.08], [-0.06, 0.10, 0.07], [-0.04, 0.00, 0.03], [0.10, 0.03, 0.03], [0.01, 0.04, -0.11], [-0.02, 0.02, 0.02], [0.00, 0.00, 0.00], [0.00, -0.01, 0.00], [-0.08, -0.04, -0.17], [0.25, 0.08, -0.01], [-0.12, 0.08, -0.02], [0.06, -0.04, 0.01], [-0.02, 0.03, -0.03], [0.03, 0.01, 0.08], [0.00, -0.02, -0.02], [0.05, 0.07, -0.03], [-0.17, -0.08, 0.05], [0.01, -0.01, 0.02], [0.02, 0.01, 0.03], [0.02, 0.00, 0.02], [0.05, 0.01, 0.01], [0.01, -0.01, 0.02], [0.00, -0.01, 0.00], [0.00, 0.00, 0.01], [-0.01, 0.00, 0.00], [0.00, 0.00, 0.00], [0.06, 0.02, -0.02], [0.05, 0.00, 0.00], [-0.01, 0.00, 0.00], [0.00, 0.01, 0.00], [0.02, 0.03, 0.02], [-0.03, -0.04, -0.02], [0.04, 0.06, 0.03], [-0.02, -0.01, 0.01], [-0.06, -0.05, 0.01], [0.00, 0.00, -0.02], [-0.01, -0.01, 0.00], [0.03, 0.00, -0.03]], "lowdin_spin": [1.13, 0.23, 0.03, 0.01, 0.00, 0.00, 0.00, 0.00, 0.01, 0.02, 0.19, 0.00, 0.00, 0.01, 0.00, 0.01, 0.08, 0.01, 0.01, 0.00, 0.01, 0.00, 0.00, 0.00, 0.00, 0.00, 0.00, 0.00, 0.00, 0.00, 0.00, 0.00, 0.00, 0.00, 0.00, 0.00, 0.00, 0.00, 0.05, 0.04, 0.06, 0.10, 0.00, 0.00, 0.00]}



Entry 2:
{"formula": "C16H17N7O4STl", "method": "wB97M-V/def2-TZVPD", "charge": 1, "e_tot_ev": -51013.761, "homo_lumo_gap_ev": 8.482, "species": ["Tl", "O", "C", "O", "C", "C", "C", "C", "C", "N", "C", "O", "O", "H", "H", "H", "N", "C", "C", "N", "C", "C", "N", "C", "C", "N", "H", "H", "H", "H", "H", "H", "C", "N", "C", "S", "N", "C", "H", "H", "H", "H", "H", "H", "H", "H"], "coordinates": [[-0.92149, -1.19837, 0.79453], [3.17971, -2.07619, 1.80580], [2.11552, -1.57233, 1.49319], [1.24394, -2.05723, 0.67848], [1.74538, -0.21542, 2.09790], [2.62799, 0.59900, 2.78568], [2.16964, 1.83559, 3.22705], [0.86817, 2.24165, 2.95490], [0.03909, 1.36455, 2.27735], [0.49813, 0.18304, 1.89837], [-1.39500, 1.69521, 1.85021], [-1.83389, 2.79497, 2.10758], [-2.00436, 0.75442, 1.20255], [3.63780, 0.25486, 2.95591], [2.83398, 2.49140, 3.77409], [0.48600, 3.20703, 3.25311], [-1.29694, 0.57820, -3.13024], [0.06687, 0.53857, -3.28352], [0.54561, -0.17110, -2.22347], [-0.50623, -0.55702, -1.44116], [-1.60965, -0.09334, -2.00429], [-2.90266, -0.36981, -1.41910], [-3.02146, -1.29045, -0.47744], [-4.32941, -1.28697, -0.08266], [-5.01517, -0.36541, -0.81728], [-4.09814, 0.20337, -1.66070], [-1.93248, 1.02613, -3.76897], [0.57015, 1.00951, -4.10890], [1.56011, -0.43051, -1.97388], [-4.69185, -1.94489, 0.68830], [-6.04663, -0.06177, -0.79934], [-4.28555, 0.97464, -2.27966], [-0.51147, -4.94010, -1.86837], [-1.05353, -4.25218, -0.70894], [-0.54962, -4.33421, 0.51916], [-1.42108, -3.51743, 1.80455], [0.50617, -5.07691, 0.75434], [1.26470, -5.15894, 1.99782], [-1.18788, -4.80073, -2.70585], [-0.43354, -6.01231, -1.67658], [0.47032, -4.54775, -2.14284], [-1.88031, -3.68906, -0.81931], [0.96616, -5.49775, -0.04043], [2.19896, -4.60586, 1.89850], [1.47850, -6.20454, 2.21297], [0.69012, -4.73187, 2.81068]], "forces_ev_per_a": [[0.44, -0.12, 0.46], [-0.12, 0.07, -0.04], [0.12, -0.04, 0.07], [-0.22, -0.01, -0.12], [0.16, -0.10, 0.03], [-0.04, -0.04, 0.02], [-0.01, -0.02, -0.03], [-0.03, -0.01, 0.06], [-0.09, 0.18, 0.01], [-0.15, -0.14, -0.20], [0.21, 0.09, 0.13], [0.02, -0.11, -0.03], [-0.04, -0.42, -0.17], [0.00, 0.00, 0.00], [0.01, 0.01, -0.02], [-0.01, -0.01, -0.01], [-0.15, 0.01, 0.02], [0.23, -0.07, 0.09], [0.12, 0.04, -0.10], [-0.53, 0.04, 0.23], [0.42, 0.08, -0.19], [-0.47, -0.20, 0.16], [0.25, 0.10, -0.29], [-0.16, 0.06, -0.05], [-0.07, -0.14, 0.22], [0.20, 0.12, -0.13], [-0.04, -0.03, 0.01], [-0.04, 0.00, 0.00], [-0.01, 0.02, 0.02], [0.00, 0.03, 0.01], [0.01, 0.00, -0.03], [0.00, 0.01, 0.01], [0.11, -0.02, 0.02], [0.14, -0.05, -0.23], [-0.24, 0.09, 0.19], [0.07, 0.47, -0.16], [0.13, -0.05, -0.06], [0.15, 0.01, 0.14], [-0.01, 0.03, 0.01], [-0.02, 0.00, -0.02], [0.00, 0.01, 0.02], [-0.11, -0.02, 0.09], [-0.09, 0.03, -0.04], [-0.03, 0.08, -0.06], [-0.05, 0.02, 0.00], [-0.06, -0.01, 0.00]], "nbo_charge": [1.52, -0.62, 0.75, -0.80, 0.11, -0.19, -0.14, -0.19, 0.10, -0.51, 0.75, -0.59, -0.78, 0.26, 0.24, 0.26, -0.48, -0.06, -0.06, -0.50, 0.32, 0.32, -0.50, -0.05, -0.06, -0.47, 0.44, 0.25, 0.25, 0.24, 0.25, 0.43, -0.44, -0.57, 0.41, -0.16, -0.53, -0.42, 0.24, 0.21, 0.22, 0.43, 0.41, 0.25, 0.22, 0.24]}



Entry 3:
{"formula": "C16H17NO", "method": "wB97M-V/def2-TZVPD", "e_tot_ev": -20405.401, "smiles": "Cc1c[nH]c2ccccc12.Cc1ccc(O)cc1", "homo_lumo_gap_ev": 8.595, "species": ["C", "C", "C", "N", "C", "C", "C", "C", "C", "C", "H", "H", "H", "H", "H", "H", "H", "H", "H", "C", "C", "C", "C", "C", "O", "C", "C", "H", "H", "H", "H", "H", "H", "H", "H"], "coordinates": [[-4.09397, -0.18303, -2.77908], [-3.52106, 0.07710, -1.42492], [-3.59847, 1.20840, -0.68828], [-3.03487, 1.03539, 0.56939], [-2.52765, -0.24314, 0.63779], [-1.95123, -0.94949, 1.68677], [-1.53035, -2.24707, 1.46444], [-1.71744, -2.83784, 0.20816], [-2.39190, -2.17849, -0.81437], [-2.82110, -0.87636, -0.58877], [-3.45872, -0.83606, -3.38644], [-4.19656, 0.74624, -3.33262], [-5.07675, -0.64657, -2.69977], [-4.07900, 2.14834, -0.92408], [-2.71313, 1.85741, 1.06059], [-1.88481, -0.39572, 2.61756], [-0.96083, -2.80245, 2.19595], [-1.12304, -3.71962, -0.02208], [-2.61328, -2.70614, -1.73138], [4.63542, -1.66803, 0.06349], [4.00940, -0.32060, 0.31391], [2.65832, -0.25752, 0.68614], [2.00317, 0.95188, 0.74856], [2.64413, 2.10353, 0.31136], [1.86152, 3.22766, 0.24022], [3.97575, 2.08732, -0.05410], [4.63375, 0.85874, -0.03417], [5.66594, -1.58502, -0.26839], [4.09598, -2.25941, -0.67175], [4.68369, -2.24840, 0.99720], [2.11228, -1.12430, 1.04507], [0.96592, 1.06890, 1.04090], [2.40432, 3.98521, -0.01653], [4.45425, 3.02957, -0.29355], [5.67296, 0.80673, -0.33609]], "forces_ev_per_a": [[0.14, 0.04, -0.06], [0.17, -0.30, 0.20], [-0.18, 0.21, 0.02], [-0.18, 0.57, -0.27], [-0.21, -0.61, -0.40], [-0.12, 0.77, 0.27], [0.25, 0.26, -0.34], [0.62, 0.29, -0.47], [0.04, -0.53, 0.64], [-0.17, 0.28, -0.30], [-0.03, 0.02, 0.20], [-0.13, 0.12, -0.05], [-0.06, -0.08, -0.08], [0.16, -0.04, -0.07], [0.02, -0.49, 0.30], [0.37, -0.46, 0.24], [-0.14, 0.10, 0.25], [-0.65, -0.28, 0.13], [0.15, 0.15, -0.21], [0.48, -0.13, 0.95], [-0.91, -0.47, -0.76], [0.08, 0.23, 0.81], [-0.16, 0.26, -0.41], [-0.26, 0.25, -0.05], [0.26, 0.30, 0.10], [-0.29, -0.21, 0.43], [0.57, 0.24, -0.20], [0.12, 0.15, -0.16], [-0.16, 0.07, -0.05], [-0.15, 0.01, -0.23], [0.18, -0.19, -0.29], [0.03, -0.31, 0.04], [-0.11, -0.18, 0.04], [0.23, -0.16, -0.20], [0.05, 0.10, -0.04]], "nbo_charge": [-0.62, -0.09, -0.02, -0.54, 0.14, -0.24, -0.22, -0.24, -0.19, -0.09, 0.22, 0.22, 0.22, 0.21, 0.41, 0.21, 0.21, 0.21, 0.21, -0.63, -0.05, -0.18, -0.26, 0.30, -0.67, -0.30, -0.19, 0.21, 0.22, 0.21, 0.21, 0.22, 0.48, 0.21, 0.21]}